Molecular formula: C6H37N2O10
Method: DFT, ωB97M-V with the def2-TZVPD basis set

Last column: Mulliken spin population.
Positions of all 55 atoms, in Å:
C: -0.407 2.831 0.262  -0.027
C: -0.515 1.457 0.929  -0.078
C: -1.443 0.337 0.343  0.177
C: -2.352 -0.382 1.355  -0.017
C: -1.429 -1.174 2.378  0.455
N: -0.498 -1.984 1.553  0.152
C: -1.227 -2.878 0.616  0.267
N: 0.880 0.849 1.000  0.612
H: 0.601 2.998 -0.120  0.045
H: -0.613 3.535 1.066  -0.014
H: -0.636 3.089 -0.777  -0.060
H: -0.893 1.661 1.955  0.134
H: -1.914 0.805 -0.516  0.040
H: -0.762 -0.378 -0.108  -0.004
H: -3.093 -0.933 0.773  -0.006
H: -3.011 0.348 1.858  -0.027
H: -0.849 -0.330 2.777  -0.174
H: -2.037 -1.685 3.114  0.044
H: 0.188 -2.499 2.099  -0.320
H: -1.370 -2.294 -0.276  -0.006
H: -2.198 -3.202 1.061  0.013
H: -0.591 -3.740 0.426  -0.143
H: 0.936 -0.179 1.150  0.069
H: 1.483 1.245 1.723  -0.200
H: 1.234 1.083 0.065  -0.064
H: 2.116 3.702 2.587  -0.006
H: 2.874 2.417 3.148  -0.058
O: 2.032 2.768 2.830  0.193
H: 3.481 -4.061 -0.927  -0.053
H: 3.245 -2.990 -2.158  0.066
O: 2.917 -3.404 -1.342  -0.104
H: -3.701 2.327 -2.422  0.001
H: -2.382 2.277 -3.036  -0.001
O: -3.153 2.862 -3.008  -0.004
H: -3.751 -2.304 -1.362  0.000
H: -2.282 -1.736 -1.548  -0.005
O: -3.017 -2.198 -1.981  -0.002
H: 3.293 -0.706 -0.180  0.048
H: 4.279 -1.655 0.269  -0.014
O: 4.274 -0.783 -0.175  -0.238
H: -1.974 -0.637 -4.608  -0.006
H: -2.334 -1.369 -3.349  0.001
O: -1.753 -0.653 -3.668  0.026
H: 2.033 -1.379 -1.455  0.066
H: 1.383 -2.065 -0.200  0.061
O: 1.477 -1.235 -0.686  -0.064
H: 4.387 0.062 -1.562  0.026
H: 4.602 0.774 -2.867  0.025
O: 3.875 0.395 -2.354  0.149
H: -3.123 1.442 3.822  0.015
H: -1.712 1.976 4.296  0.024
O: -2.170 1.406 3.678  -0.069
H: 1.818 2.859 -2.323  -0.030
H: 2.220 1.321 -2.181  -0.003
O: 1.560 2.006 -1.945  0.087

Gap between HOMO and LUMO (spin up / spin down) ... 0.0938 / 0.3470 Ha
Multiplicity ... 2
HOMO level (spin up / spin down) ... -2.4 / -9.3 eV
ΔE to the lowest compared entry with this formula, charge and spin ... 12.83 kcal/mol
Max |F| ... 2.89 eV Å⁻¹
E_tot ... -30273.1621 eV